[1]
DFT (ωB97M-V/def2-TZVPD) results for the molecule C6H12O.

Geometry (Å):
C1 0.27430 -1.10200 -2.20588
C2 -0.90291 -0.98152 -0.00411
O1 0.60440 -1.27040 -0.82612
C3 1.12517 -0.09816 -0.11247
C4 -0.17616 0.25341 0.60143
C5 -0.11921 0.21183 2.12505
C6 -0.77961 1.57406 0.11168
H1 -0.27342 -2.00577 -2.47388
H2 -0.39745 -0.24814 -2.33036
H3 1.19085 -1.00336 -2.79262
H4 -0.79889 -1.81661 0.71244
H5 1.51813 0.63740 -0.82602
H6 1.94178 -0.43907 0.53329
H7 0.35978 -0.71315 2.46711
H8 -1.14502 0.21056 2.51501
H9 0.40697 1.06870 2.56305
H10 -1.84324 1.61330 0.36710
H11 -0.70653 1.66286 -0.97857
H12 -0.27894 2.44604 0.55389

Computed properties:
**2S+1**: 1
**HOMO-LUMO gap**: 8.216 eV
**LUMO level**: 0.8 eV
**Calculated total energy**: -310.8832 hartree

natural (NBO) atomic charge list, values in e, 8 entries:
1 C -0.2427
2 C -0.2279
3 O -0.4391
4 C -0.0432
5 C -0.1973
6 C -0.6057
7 C -0.5974
8 H 0.2157

***

[2]
DFT (ωB97M-V/def2-TZVPD) results for the molecule C6H12O at a distorted geometry.

Geometry (Å):
C1 -0.21414 -2.85688 0.25371
O1 0.23953 -1.57800 0.60741
C2 -0.61087 -0.55930 0.13669
C3 0.06001 0.82845 0.20627
C4 1.59054 0.81100 0.38209
C5 -0.05948 1.79258 -0.96570
C6 -0.98877 1.92857 0.16701
H1 -0.27609 -2.96280 -0.83994
H2 -1.20577 -3.08425 0.67654
H3 0.50629 -3.58238 0.63802
H4 -0.89431 -0.76113 -0.90957
H5 -1.54612 -0.59296 0.72689
H6 2.06895 0.88658 -0.61381
H7 1.87951 -0.15770 0.76715
H8 2.00278 1.62721 0.97384
H9 -0.29598 1.36587 -1.92752
H10 0.73696 2.54016 -0.97535
H11 -1.97241 1.53532 -0.08560
H12 -1.02064 2.81967 0.78188

Computed properties:
**2S+1**: 1
**HOMO-LUMO gap**: 9.976 eV
**LUMO level**: 1.0 eV
**Structure (SMILES)**: COCC1(C)CC1
**Calculated total energy**: -310.9545 hartree

natural (NBO) atomic charge list, values in e, 8 entries:
1 C -0.2433
2 O -0.5417
3 C -0.0474
4 C -0.1076
5 C -0.5937
6 C -0.3911
7 C -0.3997
8 H 0.1636

***

[3]
DFT (ωB97M-V/def2-TZVPD) results for a cluster of 2 separate species, C6H12O in total at a distorted geometry.

Geometry (Å):
C1 2.25814 2.18750 -0.39809
C2 2.16393 0.73463 0.31008
C3 0.69439 0.31302 0.50232
C4 0.01864 0.08589 -0.80315
C5 -1.55866 -1.52035 0.06494
C6 -2.73753 -1.71168 0.73145
H1 1.87655 1.90629 -1.29748
H2 3.19129 2.35803 -0.52087
H3 1.82012 3.05759 0.20247
H4 2.46625 0.55245 1.27949
H5 2.70313 0.00787 -0.41288
H6 0.03512 1.11487 1.29708
H7 0.54569 -0.71138 1.51725
H8 -0.24439 1.18181 -1.25100
H9 0.65313 -0.72049 -1.10585
H10 -0.50270 -2.30023 0.00484
H11 -3.68253 -1.21170 0.86144
H12 -2.76255 -2.68933 1.46014
O1 -1.39158 -0.38498 -0.55999

Computed properties:
**2S+1**: 1
**HOMO-LUMO gap**: 9.379 eV
**LUMO level**: 1.1 eV
**Calculated total energy**: -310.8229 hartree

natural (NBO) atomic charge list, values in e, 8 entries:
1 C -0.5833
2 C -0.4299
3 C -0.3871
4 C -0.1533
5 C 0.1597
6 C -0.5480
7 H 0.1990
8 H 0.1958

***

[4]
DFT (ωB97M-V/def2-TZVPD) results for the molecule C6H12O.

Geometry (Å):
C1 0.61945 -0.97031 -2.08438
C2 -0.05126 0.07138 -1.19838
C3 -1.28681 -0.43615 -0.45880
O1 -1.50878 0.50098 0.57394
C4 -0.23917 0.94941 1.05987
C5 0.03521 0.34606 2.42996
C6 0.79747 0.54965 -0.01296
H1 -0.05786 -1.32468 -2.86958
H2 0.92980 -1.83862 -1.49124
H3 1.51167 -0.56676 -2.57476
H4 -0.35003 0.93840 -1.80171
H5 -2.19078 -0.48071 -1.07435
H6 -1.08943 -1.44538 -0.05181
H7 -0.31138 2.04024 1.15247
H8 -0.75865 0.62353 3.12998
H9 0.99385 0.69518 2.83147
H10 0.06870 -0.74775 2.36199
H11 1.42017 -0.27918 0.35044
H12 1.46783 1.37470 -0.27215

Computed properties:
**2S+1**: 1
**HOMO-LUMO gap**: 10.644 eV
**LUMO level**: 1.1 eV
**Structure (SMILES)**: C[C@H]1CO[C@@H](C)C1
**Calculated total energy**: -311.0471 hartree

natural (NBO) atomic charge list, values in e, 8 entries:
1 C -0.6040
2 C -0.2419
3 C -0.0623
4 O -0.5300
5 C 0.0944
6 C -0.6245
7 C -0.4281
8 H 0.2109

***

[5]
DFT (ωB97M-V/def2-TZVPD) results for a cluster of 2 separate species, C6H12O in total.

Geometry (Å):
C1 -2.02470 0.58470 -0.71219
C2 -0.84480 1.19536 -0.61583
O1 0.29293 0.94297 -1.30304
C3 0.17354 0.05610 -2.39477
H1 -2.82586 0.90553 -0.05597
H2 -2.21868 -0.25990 -1.36355
H3 -0.67161 1.99864 0.09449
H4 -0.48099 0.48909 -3.16221
H5 -0.23131 -0.91643 -2.08783
H6 1.17811 -0.08146 -2.79785
C4 -0.44077 -0.40140 2.08205
C5 0.82672 -0.06428 1.87037
C6 1.82024 -0.90451 1.12291
H7 -0.85081 -1.33592 1.70305
H8 -1.13355 0.25666 2.60049
H9 1.18693 0.89880 2.23510
H10 2.61070 -1.26765 1.79127
H11 1.33488 -1.77391 0.66631
H12 2.29904 -0.32237 0.32720

Computed properties:
**2S+1**: 1
**HOMO-LUMO gap**: 9.723 eV
**LUMO level**: 1.0 eV
**Structure (SMILES)**: C=COC.C=CC
**Calculated total energy**: -310.9765 hartree

natural (NBO) atomic charge list, values in e, 8 entries:
1 C -0.5667
2 C 0.1732
3 O -0.5056
4 C -0.2581
5 H 0.2150
6 H 0.2024
7 H 0.1882
8 H 0.1827

***

[6]
DFT (ωB97M-V/def2-TZVPD) results for a cluster of 2 separate species, C6H12O in total at a distorted geometry.

Geometry (Å):
C1 1.39587 0.35665 2.41621
C2 0.16866 0.24094 1.75207
C3 -0.18502 0.33861 0.31525
C4 -1.63941 0.22618 -0.08965
C5 0.74898 0.60255 -0.73718
C6 0.32065 0.77282 -2.20164
H1 2.12775 1.20644 2.31951
H2 1.73705 -0.13641 3.38012
H3 -0.67035 -0.18644 2.35497
H4 -2.08312 1.16931 -0.60441
H5 -2.47561 -0.09576 0.58842
H6 -1.64220 -0.60219 -0.88109
H7 1.83870 0.76742 -0.41858
H8 1.04100 1.01371 -2.93622
H9 -0.62393 1.38293 -2.35718
H10 0.01329 -0.20826 -2.74801
O1 0.06819 -2.52869 -0.34972
H11 -0.80393 -2.20701 -0.11048
H12 0.66343 -2.11281 0.30761

Computed properties:
**2S+1**: 1
**HOMO-LUMO gap**: 8.202 eV
**LUMO level**: 0.0 eV
**Structure (SMILES)**: C=C/C(C)=C/C.O
**Calculated total energy**: -310.9334 hartree

natural (NBO) atomic charge list, values in e, 8 entries:
1 C -0.4060
2 C -0.2185
3 C -0.0885
4 C -0.6778
5 C -0.1267
6 C -0.6848
7 H 0.2024
8 H 0.2061

***

[7]
DFT (ωB97M-V/def2-TZVPD) results for a cluster of 2 separate species, C6H12O in total at a distorted geometry.

Geometry (Å):
C1 0.33203 -2.00483 -0.09402
C2 -0.34998 -0.86065 -0.03500
C3 -1.36076 -0.65678 -1.14279
C4 -0.12429 0.17410 0.98881
C5 1.07821 0.52829 1.42419
C6 -1.33476 1.00217 1.33548
H1 1.24107 -2.11124 0.49802
H2 0.03548 -2.98599 -0.43092
H3 -1.48374 -1.53951 -1.75738
H4 -1.14455 0.24377 -1.72013
H5 -2.35689 -0.43789 -0.76717
H6 1.15949 1.31786 2.15147
H7 2.02211 0.12347 1.09003
H8 -1.62834 1.66523 0.52768
H9 -1.10425 1.55397 2.23448
H10 -2.19640 0.38344 1.57327
O1 1.67086 1.16756 -1.89407
H11 0.94557 1.16390 -1.25343
H12 1.92705 2.10230 -1.91202

Computed properties:
**2S+1**: 1
**HOMO-LUMO gap**: 9.439 eV
**LUMO level**: 0.8 eV
**Structure (SMILES)**: C=C(C)C(=C)C.O
**Calculated total energy**: -310.9899 hartree

natural (NBO) atomic charge list, values in e, 8 entries:
1 C -0.3648
2 C -0.0355
3 C -0.6384
4 C -0.0294
5 C -0.3867
6 C -0.6351
7 H 0.1844
8 H 0.2045

***

Question: The lowest calculated total energy belongs to which entry?
Answer: number 4

***

Question: Which of these has the highest calculated total energy?
Answer: number 3

***

Question: The lowest calculated total energy belongs to which entry?
Answer: number 4